Record 1
The following is a DFT calculation (ωB97M-V with the def2-TZVPD basis set) of a cluster of 2 separate species, C3H8NS in total at a distorted geometry.

Its relative energy (zero: lowest compared OMol25 entry of this formula, charge and spin) is 32.6 kcal/mol. The HOMO-LUMO gap is 6.10 eV. The total charge is -1.

Geometry as XYZ:
```
13
C3H8NS ωB97M-V with the def2-TZVPD basis set
C 0.336 -0.655 2.754
S 0.672 -1.522 1.140
H -0.744 -0.647 2.868
H 0.788 -1.263 3.543
H 0.775 0.340 2.776
C -1.643 0.946 -1.663
C 0.557 1.652 -1.808
N -0.469 1.286 -2.437
H -1.720 1.362 -0.651
H -1.704 -0.142 -1.603
H -2.538 1.292 -2.193
H 1.450 1.819 -2.411
H 0.617 1.845 -0.743
```

Record 2
The following is a DFT calculation (ωB97M-V with the def2-TZVPD basis set) of a cluster of 17 separate species, C32H84I2NO23PS in total at a distorted geometry.

The HOMO-LUMO gap is 9.43 eV.

Geometry as XYZ:
```
144
C32H84I2NO23PS ωB97M-V with the def2-TZVPD basis set
C 3.312 0.208 -3.804
O 2.258 0.048 -2.870
C 2.535 -1.051 -2.034
C 1.345 -1.253 -1.085
C 1.321 0.016 -0.255
C 0.695 1.165 -0.717
C 0.754 2.318 0.052
C 1.463 2.268 1.248
C 2.072 1.078 1.612
N 2.007 -0.040 0.886
C 1.662 -2.497 -0.213
S 0.614 -2.601 1.309
C 3.134 -2.781 0.211
C 3.732 -4.075 -0.356
C 4.114 -4.068 -1.831
I 5.557 -4.388 0.805
O 1.235 -3.581 -1.073
C 0.089 -3.234 -1.666
O -0.702 -4.028 -2.035
C -0.012 -1.678 -1.795
C -1.361 -1.320 -1.003
C -2.567 -0.755 -1.772
O -3.469 -1.414 -2.157
I -2.734 1.384 -2.112
P -0.072 -1.605 -3.642
O 1.078 -2.287 -4.260
O -0.276 -0.088 -4.049
O -1.448 -2.280 -4.057
H 4.253 0.392 -3.285
H 3.103 1.074 -4.428
H 3.391 -0.694 -4.414
H 2.694 -1.937 -2.646
H 3.425 -0.801 -1.457
H 0.207 1.162 -1.675
H 0.296 3.241 -0.274
H 1.555 3.138 1.878
H 2.652 1.030 2.526
H 0.276 -3.878 1.098
H 3.127 -2.881 1.291
H 3.811 -1.961 -0.004
H 3.126 -4.936 -0.097
H 3.283 -4.444 -2.427
H 4.956 -4.732 -2.014
H 4.402 -3.075 -2.158
H -1.750 -2.234 -0.563
H -1.142 -0.642 -0.183
H 0.022 0.038 -4.963
H -1.304 -3.237 -4.112
C 6.026 -0.880 -6.636
O 6.436 -1.153 -5.295
H 5.806 0.182 -6.706
H 6.819 -1.128 -7.346
H 5.126 -1.450 -6.886
H 6.624 -2.093 -5.238
C -0.338 -4.249 4.917
O -0.746 -3.951 3.582
H 0.617 -4.764 4.869
H -0.218 -3.333 5.501
H -1.059 -4.899 5.414
H -1.587 -3.487 3.630
C -4.666 4.701 -0.069
O -3.845 5.050 -1.181
H -5.150 5.605 0.286
H -5.437 3.984 -0.365
H -4.069 4.275 0.743
H -3.424 4.244 -1.491
C 1.560 -5.748 8.181
O 0.242 -5.664 7.636
H 2.261 -5.717 7.356
H 1.766 -4.905 8.845
H 1.697 -6.683 8.731
H -0.383 -5.689 8.365
C -7.122 -2.313 -0.927
O -6.453 -2.309 0.333
H -8.084 -1.822 -0.796
H -6.539 -1.770 -1.674
H -7.292 -3.336 -1.270
H -5.608 -2.749 0.204
C 5.717 1.618 -0.507
O 4.385 1.496 -0.993
H 6.375 1.653 -1.373
H 5.842 2.535 0.075
H 5.998 0.761 0.111
H 3.800 1.468 -0.226
C -4.667 -1.243 2.997
O -3.370 -1.149 3.577
H -5.029 -2.256 3.149
H -5.357 -0.546 3.477
H -4.631 -1.040 1.924
H -3.041 -0.256 3.444
C -9.189 1.340 -0.335
O -8.631 1.010 0.935
H -9.665 2.312 -0.235
H -8.411 1.403 -1.101
H -9.940 0.605 -0.634
H -8.198 0.153 0.861
C -8.608 3.956 2.509
O -7.780 4.294 1.397
H -9.096 4.862 2.858
H -9.372 3.238 2.211
H -8.013 3.533 3.323
H -7.368 3.477 1.101
C 1.962 3.723 -2.904
O 0.972 2.854 -3.442
H 1.611 4.743 -3.047
H 2.111 3.545 -1.834
H 2.921 3.604 -3.416
H 1.285 1.953 -3.309
C 5.595 -8.412 -0.544
O 6.746 -7.708 -0.106
H 5.841 -9.471 -0.545
H 4.747 -8.251 0.129
H 5.305 -8.121 -1.559
H 6.525 -6.769 -0.103
C -11.938 6.129 1.462
O -11.664 4.736 1.550
H -12.204 6.467 2.461
H -11.062 6.688 1.124
H -12.775 6.333 0.789
H -11.423 4.429 0.672
C -2.200 7.809 -0.391
O -1.015 8.312 0.230
H -2.056 6.750 -0.574
H -3.069 7.936 0.260
H -2.387 8.308 -1.345
H -1.140 9.249 0.395
C 4.943 -3.426 8.366
O 4.495 -4.637 7.769
H 4.059 -2.882 8.690
H 5.576 -3.619 9.237
H 5.494 -2.808 7.653
H 5.268 -5.128 7.476
C 4.780 4.887 0.534
O 4.262 3.751 1.223
H 4.498 4.780 -0.511
H 4.356 5.816 0.921
H 5.870 4.933 0.602
H 4.507 3.829 2.150
C 6.247 3.764 -6.453
O 6.037 2.463 -5.916
H 5.795 3.780 -7.442
H 5.772 4.533 -5.838
H 7.312 3.990 -6.551
H 6.434 2.432 -5.041
```

Record 3
The following is a DFT calculation (ωB97M-V with the def2-TZVPD basis set) of a structure of composition C24H27NO3PSY at a distorted geometry.

The HOMO-LUMO gap is 8.67 eV. The total charge is +2.

Geometry as XYZ:
```
58
C24H27NO3PSY ωB97M-V with the def2-TZVPD basis set
Y -0.848 -0.740 0.279
O -1.402 -1.807 -1.538
C -0.756 -2.746 -0.971
O -0.977 -2.909 0.278
C 0.553 -3.169 -1.570
P 1.539 -1.673 -0.988
C 3.277 -2.092 -1.033
C 3.746 -3.037 -0.118
C 5.078 -3.411 -0.140
C 5.947 -2.829 -1.057
C 5.485 -1.874 -1.949
C 4.147 -1.505 -1.945
C 1.172 -0.342 -2.148
C 1.068 0.936 -1.594
C 0.799 2.046 -2.392
C 0.621 1.872 -3.752
C 0.712 0.597 -4.316
C 0.986 -0.502 -3.523
H 0.526 -3.280 -2.649
H 0.961 -4.049 -1.077
H 3.086 -3.491 0.612
H 5.444 -4.150 0.560
H 6.989 -3.122 -1.073
H 6.166 -1.418 -2.655
H 3.797 -0.763 -2.653
H 1.285 1.095 -0.537
H 0.743 3.033 -1.952
H 0.422 2.727 -4.386
H 0.580 0.469 -5.383
H 1.057 -1.482 -3.977
O -0.846 -0.408 2.412
S -1.861 -0.371 3.604
C -1.167 -1.472 4.838
C -0.222 -0.632 5.691
C -0.957 0.688 5.905
C -1.449 1.132 4.521
H -0.737 -2.307 4.284
H -2.034 -1.835 5.396
H 0.722 -0.477 5.165
H -0.004 -1.147 6.625
H -0.325 1.464 6.334
H -1.803 0.548 6.580
H -0.649 1.575 3.923
H -2.316 1.789 4.513
C -4.475 4.390 -1.828
C -3.723 3.191 -1.327
C -3.554 2.972 0.039
C -2.856 1.868 0.467
N -2.305 0.976 -0.374
C -2.477 1.177 -1.695
C -3.164 2.258 -2.198
H -5.010 4.887 -1.022
H -5.188 4.104 -2.600
H -3.781 5.108 -2.268
H -3.978 3.654 0.763
H -2.729 1.686 1.528
H -2.044 0.438 -2.359
H -3.273 2.363 -3.269
```

Record 4
The following is a DFT calculation (ωB97M-V with the def2-TZVPD basis set) of a cluster of 6 separate species, C41H78N2O16 in total at a distorted geometry.

The HOMO-LUMO gap is 9.37 eV.

Geometry as XYZ:
```
137
C41H78N2O16 ωB97M-V with the def2-TZVPD basis set
C -0.361 -8.063 4.295
C 0.834 -7.162 4.143
O 1.875 -7.519 3.642
N 0.605 -5.845 4.569
C 1.621 -4.862 4.172
C 1.367 -3.519 4.878
C 1.134 -2.375 3.876
C -0.306 -2.442 3.353
C -0.441 -2.043 1.907
O -0.227 -0.614 1.707
C -1.051 -0.231 0.717
O -1.180 0.886 0.336
O -1.740 -1.294 0.199
C -1.761 -2.289 1.202
C -2.999 -2.120 2.094
O -3.260 -3.332 2.758
C -4.560 -3.556 3.173
C -5.120 -4.731 2.694
C -6.395 -5.134 3.052
C -6.978 -6.428 2.552
C -7.111 -4.312 3.912
C -6.546 -3.139 4.388
C -5.263 -2.724 4.042
C -4.645 -1.454 4.622
C -3.387 -1.829 5.446
C -5.614 -0.646 5.490
N -1.728 -3.666 0.706
C -1.674 -3.864 -0.498
O -1.686 -4.090 -1.631
H -0.085 -9.090 4.093
H -1.125 -7.707 3.605
H -0.780 -7.944 5.295
H 0.408 -5.800 5.561
H 2.628 -5.217 4.379
H 1.503 -4.716 3.099
H 2.187 -3.255 5.544
H 0.471 -3.614 5.495
H 1.291 -1.438 4.405
H 1.841 -2.484 3.055
H -0.947 -1.800 3.961
H -0.709 -3.452 3.454
H 0.374 -2.527 1.365
H -2.744 -1.363 2.840
H -3.838 -1.783 1.484
H -4.526 -5.353 2.037
H -7.130 -7.102 3.394
H -6.321 -6.905 1.830
H -7.954 -6.266 2.097
H -8.106 -4.586 4.238
H -7.138 -2.556 5.075
H -4.384 -0.800 3.791
H -2.538 -1.176 5.254
H -3.082 -2.853 5.240
H -3.641 -1.808 6.504
H -5.203 0.357 5.606
H -6.575 -0.528 4.998
H -5.741 -1.076 6.481
C 2.166 0.480 -0.330
O 3.059 -0.239 0.510
C 4.254 -0.625 -0.149
C 5.415 0.267 0.222
O 5.218 1.578 -0.282
C 4.803 2.511 0.696
H 1.360 0.855 0.293
H 2.663 1.318 -0.826
H 1.742 -0.187 -1.090
H 4.112 -0.617 -1.232
H 4.482 -1.653 0.154
H 6.327 -0.130 -0.234
H 5.556 0.282 1.307
H 5.618 2.733 1.395
H 3.937 2.148 1.256
H 4.530 3.428 0.175
C 2.652 4.539 -5.988
O 2.694 5.317 -4.805
C 1.844 4.835 -3.778
C 2.621 4.092 -2.715
O 3.165 2.882 -3.215
C 4.551 2.958 -3.499
H 3.436 4.897 -6.653
H 2.822 3.480 -5.779
H 1.684 4.662 -6.489
H 1.066 4.187 -4.192
H 1.357 5.702 -3.320
H 1.941 3.833 -1.896
H 3.411 4.733 -2.313
H 5.128 3.035 -2.571
H 4.788 3.801 -4.153
H 4.828 2.033 -4.003
C 7.234 -2.456 -6.381
O 5.894 -2.897 -6.266
C 5.680 -3.784 -5.181
C 5.018 -3.090 -4.014
O 5.876 -2.130 -3.419
C 5.564 -0.797 -3.776
H 7.255 -1.678 -7.143
H 7.604 -2.043 -5.440
H 7.888 -3.276 -6.698
H 6.623 -4.237 -4.861
H 5.023 -4.584 -5.537
H 4.778 -3.835 -3.248
H 4.083 -2.623 -4.338
H 4.615 -0.489 -3.325
H 5.502 -0.670 -4.860
H 6.357 -0.158 -3.389
C -7.349 3.576 5.008
O -7.457 2.603 6.030
C -7.075 3.084 7.308
C -8.275 3.383 8.176
O -9.019 4.484 7.681
C -10.202 4.109 7.002
H -7.799 3.156 4.110
H -7.874 4.498 5.272
H -6.298 3.807 4.798
H -6.449 3.976 7.214
H -6.479 2.301 7.789
H -7.929 3.646 9.180
H -8.909 2.494 8.256
H -10.942 3.703 7.701
H -10.002 3.370 6.222
H -10.612 5.007 6.543
C 4.278 7.240 -8.327
O 4.149 5.940 -8.877
C 2.938 5.769 -9.601
C 3.178 5.822 -11.093
O 3.569 7.117 -11.516
C 4.956 7.234 -11.773
H 5.285 7.332 -7.923
H 4.127 8.012 -9.085
H 3.562 7.385 -7.511
H 2.201 6.521 -9.308
H 2.539 4.783 -9.342
H 2.244 5.578 -11.610
H 3.928 5.079 -11.377
H 5.236 6.669 -12.668
H 5.553 6.885 -10.926
H 5.166 8.288 -11.945
```

Record 5
The following is a DFT calculation (ωB97M-V with the def2-TZVPD basis set) of a structure of composition C22H45N2OP3SeW at a distorted geometry.

As for the spin multiplicity: 3. Its relative energy (zero: lowest compared OMol25 entry of this formula, charge and spin) is 49.7 kcal/mol. The HOMO-LUMO gap (alpha / beta) is 2.76 / 2.03 eV. The total charge is +4.

Geometry as XYZ:
```
75
C22H45N2OP3SeW ωB97M-V with the def2-TZVPD basis set
W 0.123 -0.883 0.854
P -1.683 -2.305 0.716
P 1.647 -1.446 2.580
P 1.377 -1.642 -0.985
H -0.491 5.529 -6.185
C -0.578 4.601 -6.759
C -1.751 4.009 -6.989
H -2.699 4.415 -6.623
C -3.207 -1.543 1.342
C -1.502 -3.865 1.609
C -2.134 -2.755 -0.995
C 3.157 -0.413 2.577
C 1.001 -1.186 4.262
C 2.270 -3.150 2.697
C 0.824 -1.556 -2.733
C 1.617 -3.482 -0.910
C 3.097 -1.043 -1.085
H 0.345 4.234 -7.222
H -1.823 3.130 -7.643
H -3.331 -0.530 0.930
H -3.182 -1.477 2.439
H -4.063 -2.168 1.042
H -1.255 -3.681 2.660
H -0.705 -4.481 1.179
H -2.448 -4.418 1.559
H -2.235 -1.848 -1.607
H -3.090 -3.290 -0.952
H -1.378 -3.409 -1.441
H 3.793 -0.742 3.414
H 2.895 0.648 2.708
H 3.708 -0.514 1.632
H 1.717 -1.629 4.970
H 0.026 -1.674 4.380
H 0.880 -0.118 4.477
H 3.335 -3.123 2.961
H 2.153 -3.701 1.760
H 1.715 -3.679 3.481
H 1.253 -2.399 -3.295
H 1.142 -0.605 -3.175
H -0.269 -1.606 -2.778
H 1.813 -3.841 -1.935
H 0.722 -4.004 -0.537
H 2.483 -3.749 -0.286
H 3.547 -1.387 -2.029
H 3.710 -1.422 -0.255
H 3.125 0.056 -1.067
C -1.294 1.375 -2.792
C -0.185 2.257 -2.461
C 0.633 2.742 -3.467
C 0.327 2.485 -4.818
C -0.872 1.837 -5.157
C -1.711 1.366 -4.177
O -1.838 0.565 -1.973
H -0.383 -0.414 -0.772
H 0.034 2.447 -1.403
H 1.522 3.330 -3.211
H 0.986 2.869 -5.603
H -1.197 1.774 -6.196
H -2.636 0.841 -4.388
C 1.202 3.470 2.423
N 0.219 2.850 3.302
C 0.087 3.079 4.667
C -0.913 2.282 5.113
N -1.396 1.579 4.009
C -2.416 0.541 4.050
C -0.669 1.911 2.906
Se -0.871 1.278 1.092
H 0.709 3.932 1.556
H 1.945 2.740 2.067
H 1.717 4.238 3.005
H 0.713 3.782 5.183
H -1.330 2.158 6.095
H -2.984 0.646 4.981
H -3.095 0.649 3.190
H -1.956 -0.464 4.035
```

Record 6
The following is a DFT calculation (ωB97M-V with the def2-TZVPD basis set) of a cluster of 2 separate species, C21H26N2O2S in total at a distorted geometry.

Its relative energy (zero: lowest compared OMol25 entry of this formula, charge and spin) is 120.6 kcal/mol. The HOMO-LUMO gap is 3.66 eV.

Geometry as XYZ:
```
52
C21H26N2O2S ωB97M-V with the def2-TZVPD basis set
C -3.977 -2.777 -1.875
C -3.812 -1.258 -2.014
C -2.809 -0.676 -1.015
N -1.563 -1.433 -0.973
C -0.405 -0.797 -0.763
C 0.837 -1.404 -0.858
C 1.921 -0.905 -0.099
C 3.252 -1.487 -0.211
C 4.311 -0.887 0.502
C 5.597 -1.434 0.446
C 5.848 -2.575 -0.333
C 4.831 -3.111 -1.129
C 3.554 -2.555 -1.095
C -1.706 -2.866 -0.765
C -2.629 -3.499 -1.812
H -4.552 -3.003 -0.966
H -4.551 -3.158 -2.727
H -3.473 -1.021 -3.033
H -4.781 -0.760 -1.879
H -2.580 0.361 -1.282
H -3.247 -0.681 -0.004
H -0.502 0.270 -0.558
H 0.986 -2.285 -1.485
H 1.256 0.948 0.378
H 4.110 0.036 1.068
H 6.411 -0.942 0.983
H 6.844 -3.013 -0.360
H 5.034 -3.930 -1.817
H 2.787 -2.914 -1.782
H -0.728 -3.356 -0.800
H -2.145 -3.027 0.237
H -2.762 -4.567 -1.584
H -2.133 -3.444 -2.792
C -3.366 4.444 1.179
C -1.973 3.949 1.429
C -1.086 3.819 0.356
C 0.242 3.440 0.556
C 0.671 3.164 1.855
S 2.378 2.571 2.142
N 1.747 0.119 0.719
O 3.266 3.365 1.305
O 2.623 2.521 3.581
C -0.199 3.235 2.934
C -1.519 3.633 2.715
H -3.933 4.520 2.107
H -3.329 5.434 0.714
H -3.926 3.798 0.495
H -1.434 4.021 -0.657
H 0.940 3.381 -0.284
H 1.718 0.050 1.753
H 0.158 2.988 3.936
H -2.205 3.695 3.560
```